Density functional theory data (ωB97M-V/def2-TZVPD) for a structure of composition C32H57N4OP2STc.

```
! wB97M-V def2-TZVPD RIJCOSX def2/J DEFGRID3
* xyz 3 4
C -0.463 -0.537 -3.145
C -0.369 1.657 -2.381
C -0.690 -0.116 -4.455
C -0.366 2.145 -3.719
C -0.539 1.245 -4.753
H -0.983 -0.865 -5.190
H -0.210 3.202 -3.866
H -0.526 1.562 -5.800
N -0.107 0.330 -2.183
P 0.280 -2.373 -1.192
P -0.460 2.247 0.494
C -0.712 -1.966 -2.701
H -1.790 -2.059 -2.468
H -0.530 -2.651 -3.539
C 0.153 -0.259 1.887
O 0.250 -0.267 3.059
C -0.703 2.449 -1.241
H -0.736 3.531 -1.465
C -2.163 3.338 0.673
C 0.852 3.381 1.388
C -0.666 -3.798 -0.305
C 1.801 -3.017 -2.127
C -2.809 2.690 1.880
H -2.222 2.803 2.801
H -3.804 3.138 2.049
H -2.934 1.619 1.686
C -2.026 4.848 0.867
H -1.465 5.147 1.759
H -1.604 5.352 -0.016
H -3.044 5.257 0.995
C -3.056 3.165 -0.563
H -4.073 3.523 -0.340
H -2.721 3.712 -1.455
H -3.129 2.091 -0.840
C 0.362 3.583 2.835
H 0.232 2.606 3.326
H 1.130 4.137 3.398
H -0.575 4.140 2.935
C 2.209 2.686 1.508
H 2.141 1.760 2.094
H 2.647 2.456 0.526
H 2.904 3.361 2.040
C 1.114 4.676 0.618
H 0.262 5.355 0.546
H 1.910 5.234 1.141
H 1.470 4.462 -0.401
C 2.816 -3.474 -1.077
H 3.702 -3.847 -1.610
H 3.126 -2.633 -0.446
H 2.442 -4.281 -0.435
C 2.416 -1.876 -2.943
H 1.750 -1.515 -3.734
H 2.708 -1.039 -2.300
H 3.324 -2.266 -3.423
C 1.520 -4.167 -3.119
H 2.418 -4.271 -3.745
H 1.358 -5.132 -2.632
H 0.686 -3.974 -3.803
C -2.151 -3.659 -0.634
H -2.386 -3.960 -1.664
H -2.732 -4.313 0.036
H -2.483 -2.628 -0.471
C -0.476 -3.612 1.206
H -0.788 -2.615 1.546
H -1.101 -4.352 1.724
H 0.567 -3.774 1.511
C -0.210 -5.204 -0.697
H -0.415 -5.431 -1.749
H 0.846 -5.394 -0.473
H -0.796 -5.920 -0.100
Tc 0.098 -0.170 0.007
N -1.800 -0.165 -0.224
C -2.867 0.366 -0.248
C -4.333 -0.080 0.123
C -5.330 0.981 -0.333
C -4.696 -1.380 -0.585
C -4.476 -0.296 1.631
H -5.194 1.918 0.222
H -5.205 1.175 -1.407
H -6.366 0.646 -0.159
H -4.275 -2.256 -0.078
H -5.792 -1.505 -0.590
H -4.349 -1.372 -1.626
H -5.489 -0.669 1.852
H -3.735 -1.018 2.007
H -4.347 0.636 2.192
S 2.529 -0.028 -0.111
C 3.255 -0.611 1.343
N 4.281 -0.006 1.969
C 4.698 -0.721 3.165
C 3.706 -1.866 3.246
N 2.912 -1.713 2.040
H 4.724 0.823 1.598
H 4.649 -0.068 4.040
H 5.727 -1.073 3.057
H 3.068 -1.785 4.131
H 4.194 -2.843 3.261
H 2.148 -2.325 1.788
*
```

Frontier orbital gap (alpha / beta) (Ha): 0.282 / 0.220
E_LUMO (alpha / beta) (eV): -8.63 / -11.18
Energy relative to the best compared isomer or geometry (same formula, charge and spin) (kJ/mol): 12.2